{
  "formula": "C20H45N2P3S2Sm",
  "method": "the ωB97M-V functional and the def2-TZVPD basis",
  "elements": ["Sm", "P", "P", "P", "H", "C", "C", "H", "C", "C", "C", "C", "C", "C", "C", "C", "C", "H", "H", "H", "H", "H", "H", "H", "H", "H", "H", "H", "H", "H", "H", "H", "H", "H", "H", "H", "H", "H", "H", "H", "H", "H", "H", "H", "H", "H", "C", "C", "C", "C", "C", "C", "S", "H", "H", "H", "H", "H", "H", "C", "N", "C", "S", "N", "C", "H", "H", "H", "H", "H", "H", "H", "H"],
  "positions_angstrom": [[-0.20567, -0.33873, 0.48788], [2.04175, 1.06454, 1.56531], [-2.05250, 1.87700, 0.76801], [0.69143, 1.21078, -1.70612], [-1.01177, -2.92275, -0.14365], [-0.05466, -2.70823, -0.64802], [1.13645, -2.51970, 0.00670], [1.27668, -2.73788, 1.07202], [2.47769, 0.65467, 3.29758], [1.99893, 2.89451, 1.70380], [3.66300, 0.85756, 0.73914], [-3.63461, 1.37626, -0.02430], [-2.72048, 2.36045, 2.40750], [-1.87138, 3.55796, 0.05351], [1.93039, 0.21945, -2.63102], [1.39798, 2.86850, -1.97185], [-0.78509, 1.36255, -2.78848], [-0.08268, -2.80438, -1.73341], [2.05528, -2.30341, -0.54119], [2.44487, -0.43298, 3.44090], [1.76135, 1.11187, 3.99441], [3.49242, 1.00632, 3.52681], [1.22973, 3.19305, 2.42611], [1.76847, 3.35490, 0.73599], [2.98049, 3.24918, 2.04836], [3.92116, -0.20778, 0.70807], [4.42403, 1.40067, 1.31647], [3.63514, 1.24538, -0.28634], [-4.37489, 2.17738, 0.10841], [-3.99309, 0.45487, 0.45150], [-3.47633, 1.17657, -1.09126], [-3.65036, 2.93127, 2.27931], [-1.99452, 2.98216, 2.94309], [-2.91990, 1.46723, 3.00798], [-2.77495, 4.14645, 0.26407], [-1.70923, 3.52895, -1.02758], [-1.00548, 4.05896, 0.50115], [1.96526, 0.58234, -3.66537], [1.67867, -0.84752, -2.62805], [2.91621, 0.33362, -2.16444], [1.46628, 3.02967, -3.05584], [2.39542, 2.93559, -1.52536], [0.75674, 3.63759, -1.52863], [-0.44164, 1.50687, -3.81950], [-1.41047, 2.21063, -2.49007], [-1.38700, 0.44503, -2.74957], [-0.61949, -2.91611, -5.48404], [-1.72175, -2.86507, -6.36536], [-1.93013, -3.90389, -7.27596], [-1.04090, -4.98853, -7.33151], [0.09395, -4.99854, -6.50851], [0.31593, -3.96759, -5.59282], [-0.41028, -1.68355, -4.26863], [-1.01460, -2.23068, -3.15763], [-2.40594, -2.01916, -6.30339], [-2.79487, -3.88127, -7.94928], [-1.22620, -5.81495, -8.02052], [0.81466, -5.81699, -6.57027], [1.18543, -3.95872, -4.94475], [0.92673, -1.29418, 6.30855], [0.05676, -1.63610, 5.18936], [-0.53592, -0.73754, 4.39792], [-1.14161, -1.26259, 2.85949], [-0.58923, 0.56561, 4.82271], [-1.02274, 0.88118, 6.19882], [0.34072, -1.12736, 7.21763], [1.52604, -0.40401, 6.08673], [1.60841, -2.12878, 6.47093], [0.06221, -2.58900, 4.82255], [-1.01578, 1.16647, 4.11348], [-0.17613, 1.20258, 6.81686], [-1.71147, 1.72998, 6.15311], [-1.52290, 0.03136, 6.68054]],
  "forces_ev_per_a": [[-0.53, 1.08, 0.96], [1.19, 0.96, 0.87], [-1.52, 1.34, -0.09], [0.35, 0.78, -1.15], [0.43, -0.15, 0.13], [1.69, -0.90, 0.61], [-1.05, -1.46, -1.16], [-0.37, 0.49, -0.03], [-0.14, -0.40, 0.15], [-0.48, 0.03, -0.24], [-0.15, -0.39, -0.24], [0.30, -0.49, -0.10], [0.40, -0.30, 0.37], [0.54, 0.04, -0.09], [-0.16, -0.30, 0.21], [0.06, 0.21, 0.51], [-0.02, -0.50, 0.08], [0.13, 0.45, 0.15], [-0.20, -0.22, -0.12], [0.09, 0.17, 0.05], [0.23, -0.10, -0.26], [-0.27, -0.02, -0.08], [0.17, 0.02, -0.13], [0.09, -0.03, 0.24], [-0.28, -0.13, -0.06], [0.13, 0.21, -0.05], [-0.21, -0.16, -0.18], [0.07, -0.07, 0.27], [0.20, -0.26, -0.09], [-0.13, 0.19, -0.11], [-0.18, 0.10, 0.16], [0.29, -0.16, 0.00], [-0.11, 0.03, -0.07], [-0.16, 0.11, -0.08], [0.23, -0.22, -0.04], [-0.12, 0.03, 0.21], [-0.18, 0.02, -0.02], [0.04, -0.19, 0.18], [0.04, 0.23, -0.23], [-0.20, 0.11, -0.11], [0.02, -0.03, 0.27], [-0.13, 0.08, -0.17], [0.14, -0.06, -0.14], [-0.17, -0.08, 0.14], [0.24, -0.19, -0.04], [-0.01, 0.21, -0.23], [-0.32, -1.42, -1.11], [0.37, -0.18, 0.38], [0.12, -0.13, -0.04], [0.09, 0.44, 0.28], [-0.03, 0.08, 0.02], [-0.71, 0.30, -0.12], [-0.01, 0.51, 0.88], [-0.03, 0.09, -0.98], [0.09, -0.27, -0.07], [0.38, 0.05, 0.34], [0.09, 0.31, 0.20], [-0.27, 0.26, -0.02], [-0.03, -0.13, -0.10], [0.16, -0.14, 0.57], [-0.57, 0.47, -1.40], [1.15, 0.47, 1.28], [-0.01, 0.19, -0.11], [-0.97, -1.17, -1.13], [0.22, 0.54, 0.68], [0.28, -0.09, -0.14], [-0.25, -0.14, -0.06], [-0.13, 0.05, 0.03], [-0.03, 0.36, 0.39], [0.21, -0.32, 0.45], [-0.19, -0.17, -0.15], [0.03, -0.28, -0.04], [0.08, 0.26, -0.29]],
  "charge": 3,
  "homo_lumo_gap_ev": [4.06, 4.91],
  "e_above_lowest_kj_mol": 42.0,
  "multiplicity": 6,
  "homo_energy_ha": [-0.55468, -0.55468],
  "energy_ha": -3376.01355,
  "s_squared": 8.78
}